{"formula": "C19H23N5O2", "method": "wB97M-V/def2-TZVPD", "symbols": ["H", "C", "H", "N", "H", "O", "C", "C", "C", "C", "H", "N", "C", "C", "H", "C", "N", "O", "C", "C", "H", "H", "H", "H", "H", "C", "H", "H", "N", "C", "H", "H", "C", "C", "N", "H", "H", "H", "C", "C", "H", "H", "C", "H", "C", "H", "H", "H", "C"], "coordinates": [[3.969, 1.483, 1.692], [2.744, 0.940, 0.013], [-2.752, -1.187, -1.358], [-3.549, 0.699, 0.335], [-2.544, -3.939, 0.209], [-4.353, 2.052, -1.268], [-0.698, -3.139, -0.565], [0.828, 2.337, 1.171], [-2.721, 0.348, 1.463], [3.921, 0.943, 0.758], [-2.665, 3.340, 0.901], [-2.578, -1.931, 0.635], [5.017, 0.252, 0.283], [4.933, -0.444, -0.933], [-1.084, -2.869, -1.545], [1.455, 1.534, 0.192], [-1.110, 2.365, -0.035], [-1.417, 1.258, -2.008], [-2.465, 2.881, -0.069], [-1.825, -3.159, 0.474], [3.739, -1.005, -2.625], [6.587, -0.793, 1.292], [6.224, 0.799, 1.969], [-0.249, -4.127, -0.632], [-1.220, -1.116, 1.979], [-0.681, 1.571, -1.087], [5.806, -0.977, -1.281], [1.098, 0.010, -2.623], [-0.400, 2.721, 1.039], [3.784, -0.466, -1.691], [-4.928, -0.109, -0.974], [1.330, 2.665, 2.067], [-1.786, -0.809, 1.096], [-3.371, -1.553, -0.523], [1.432, 0.384, -1.750], [-1.072, -0.462, 0.329], [-2.152, 1.202, 1.827], [7.109, 0.659, 0.446], [2.683, 0.234, -1.213], [0.693, 1.167, -0.918], [-1.405, -3.408, 1.453], [0.078, -2.430, -0.285], [-4.330, -0.432, -0.122], [-3.387, 0.008, 2.266], [-3.529, 1.827, -0.407], [-4.984, -0.771, 0.688], [-3.938, -2.424, -0.856], [-2.547, 3.640, -0.853], [6.307, 0.230, 1.046]], "lowdin_charge": [0.12, -0.10, 0.12, -0.04, 0.11, 0.06, -0.08, -0.06, -0.12, 0.02, 0.13, -0.18, -0.28, -0.04, 0.07, -0.08, -0.07, 0.08, -0.02, -0.25, 0.11, 0.08, 0.07, 0.07, 0.13, -0.38, 0.11, 0.17, 0.09, 0.00, 0.12, 0.12, -0.16, -0.16, 0.17, 0.11, 0.11, 0.08, -0.19, -0.11, 0.11, 0.06, -0.11, 0.13, -0.46, 0.13, 0.13, 0.14, -0.06], "gap_ev": 8.59, "total_energy_ha": -1162.1115, "relative_energy_kj_mol": 156.78, "smiles": "CCN1CCN(C(=O)Cn2ncc3c([nH]c4ccc(C)cc43)c2=O)CC1", "homo_ha": -0.3068, "e_lumo_ev": 0.247}

---

{"formula": "C32H52BLaN10PS4", "method": "wB97M-V/def2-TZVPD", "symbols": ["H", "H", "C", "C", "H", "H", "C", "C", "H", "C", "C", "B", "H", "H", "C", "H", "H", "C", "C", "N", "N", "H", "H", "C", "S", "C", "C", "H", "C", "H", "C", "H", "H", "N", "H", "C", "N", "H", "H", "H", "C", "C", "H", "H", "H", "S", "H", "H", "C", "H", "H", "C", "N", "C", "H", "C", "C", "H", "H", "H", "H", "H", "C", "H", "H", "H", "H", "La", "H", "H", "N", "N", "N", "C", "H", "C", "H", "H", "H", "H", "C", "H", "P", "C", "C", "H", "S", "N", "H", "H", "C", "H", "H", "S", "H", "C", "C", "H", "N", "C", "H"], "coordinates": [[-3.512, -0.890, -1.396], [3.518, -1.349, 5.914], [-1.624, -5.010, 0.630], [4.242, -0.807, -2.388], [0.982, -2.960, 1.244], [4.208, 3.868, -0.899], [1.421, 4.147, -2.915], [3.287, -1.642, 3.359], [-1.710, 1.146, 4.370], [-4.228, -0.103, -1.603], [3.557, 3.651, -1.747], [-0.744, 2.328, 2.141], [3.173, -3.662, -0.122], [-2.194, -5.827, 1.050], [2.126, 4.165, 0.833], [1.314, 3.097, -3.160], [3.837, -0.175, -3.179], [-1.960, -4.483, -0.604], [-4.082, 2.625, 0.675], [-1.022, -1.692, -2.717], [-0.186, -2.898, -0.437], [4.271, -2.328, 0.289], [1.975, 4.626, -3.724], [-2.646, 0.943, 0.914], [-1.918, -0.618, 0.919], [3.835, -2.898, -0.531], [-2.337, -3.640, -3.419], [0.632, -2.725, 5.275], [-1.220, -3.424, -1.121], [1.474, 3.690, 2.872], [-0.793, 0.693, 4.036], [2.828, 6.291, -2.353], [-4.976, 3.144, 0.391], [-2.100, 2.056, 1.450], [-1.853, 0.136, -5.920], [-0.544, -4.478, 1.320], [-0.191, 1.063, 2.856], [1.430, 6.351, -1.273], [-5.807, -0.288, 1.499], [3.843, -0.719, 3.208], [1.451, -2.791, 4.560], [-4.858, 0.427, -0.309], [3.029, 4.741, 0.911], [2.981, -2.024, 2.391], [1.063, -3.213, 3.633], [1.926, 0.391, 1.287], [4.705, -0.172, -1.632], [4.063, 3.976, -2.656], [0.134, -3.420, 0.744], [-5.006, -0.505, -2.253], [0.434, 4.600, -2.862], [-2.988, 3.094, 1.298], [1.546, 3.847, -0.385], [0.440, 3.087, -0.133], [-3.721, 0.706, -2.134], [2.394, 5.871, -1.446], [2.457, -2.931, -2.988], [1.887, -0.886, 6.401], [-0.412, 1.116, -5.934], [-0.198, -0.792, 5.526], [3.339, -3.489, -3.303], [-2.228, -3.208, -4.409], [-0.562, -0.185, -4.376], [-0.959, 3.133, 3.007], [1.689, -3.625, -2.642], [3.056, 6.112, -0.615], [-6.558, 1.698, 0.186], [0.272, -0.334, -1.030], [-5.765, 2.105, -1.359], [2.062, -2.360, -3.827], [-3.878, 1.278, 0.432], [-0.989, 0.425, -5.494], [1.035, -0.510, 3.772], [-0.049, -0.266, 4.602], [4.630, -3.381, -1.098], [-1.516, -2.854, -2.446], [3.407, 2.571, -1.803], [-0.243, -4.875, 2.279], [-4.535, -1.361, 0.892], [2.198, -3.472, 4.968], [-5.349, -0.704, 0.599], [-2.796, -4.883, -1.161], [2.883, -1.774, -1.627], [2.206, 4.362, -1.629], [2.620, -0.819, 5.597], [-6.101, -1.290, 0.070], [-0.670, 2.385, -1.249], [0.312, 2.982, 1.211], [-3.395, -3.605, -3.144], [-2.020, -4.683, -3.436], [1.360, 3.647, 1.803], [2.875, 0.230, 5.444], [-2.754, 4.086, 1.643], [0.986, 0.303, -3.769], [3.950, -2.373, 3.827], [2.098, -1.430, 4.289], [0.917, 0.309, 2.679], [-6.770, 0.663, -1.221], [-1.326, -1.150, -3.916], [-6.056, 1.292, -0.693], [4.991, -1.478, -2.810]], "lowdin_charge": [0.03, 0.09, -0.02, -0.28, 0.09, 0.08, -0.08, -0.08, 0.14, -0.03, -0.02, -0.59, 0.03, 0.12, -0.05, 0.01, 0.01, 0.01, -0.03, -0.13, -0.04, 0.03, 0.09, -0.68, 0.61, -0.27, -0.02, 0.08, -0.25, 0.13, -0.05, 0.09, 0.12, 0.01, 0.11, -0.04, 0.01, 0.10, 0.09, 0.08, -0.02, -0.54, 0.12, 0.03, 0.07, 0.56, 0.04, 0.10, -0.15, 0.09, 0.08, -0.05, 0.02, -0.67, 0.09, -0.03, -0.28, 0.08, 0.09, 0.12, 0.05, 0.07, -0.87, 0.13, 0.03, 0.07, 0.09, 1.21, 0.09, 0.01, 0.02, 0.09, 0.02, -0.04, 0.05, -0.29, 0.08, 0.11, 0.04, 0.10, -0.03, 0.12, 0.68, -0.53, -0.02, 0.09, 0.58, 0.01, 0.09, 0.09, -0.07, 0.10, 0.13, 0.49, 0.10, -0.54, -0.65, 0.09, -0.03, -0.05, 0.05], "gap_ev": 7.11, "total_energy_ha": -3788.8325, "relative_energy_kj_mol": 12.09, "homo_ha": -0.3639, "charge": 1, "e_lumo_ev": -2.796}